Here is a cluster of 6 separate species, C45H45N6O12 in total at a distorted geometry from the OMol25 dataset. Energies are from ωB97M-V/def2-TZVPD.

Calculated values
* lowest unoccupied orbital energy: 0.24 eV
* HOMO energy: -1.796 eV

The geometry in ORCA input format:
```
! wB97M-V def2-TZVPD RIJCOSX def2/J DEFGRID3
* xyz -1 1
N 5.23256 -1.27786 3.01640
C 4.24624 -0.47106 3.00220
C 3.63599 0.17019 1.78036
C 2.25420 -0.48883 1.58135
C 1.27625 0.51840 0.93768
C -0.00921 0.75325 1.77729
C -0.61662 -0.51282 2.38052
C -1.10145 -1.53315 1.35712
O -1.39696 -2.78861 2.08466
C -2.69650 -3.08582 2.08811
O -3.26777 -3.64470 1.16317
C 2.43259 -1.70472 0.63882
C 2.11330 -3.08681 1.25460
C 1.85842 -4.13503 0.39659
C 1.59877 -5.37975 0.94042
C 1.62161 -5.54770 2.29756
C 1.86934 -4.49257 3.14639
C 2.12177 -3.23973 2.61832
H 5.55963 -1.39818 2.05447
H 3.74539 -0.22947 3.94673
H 3.53545 1.25330 1.95663
H 4.29295 0.04617 0.89484
H 0.95637 0.21595 -0.07902
H 1.80881 1.47680 0.81469
H -0.76243 1.25106 1.14466
H 0.23273 1.42174 2.61343
H -1.51183 -0.20088 2.94776
H 0.02516 -1.01505 3.10633
H -0.39109 -1.75760 0.56219
H -2.06804 -1.19653 0.96408
H -3.31276 -2.86749 2.98320
H 1.89546 -1.57970 -0.31738
H 3.51102 -1.76752 0.37731
H 1.87304 -3.99185 -0.67890
H 1.38158 -6.21625 0.28078
H 1.44661 -6.51944 2.75606
H 1.89490 -4.62113 4.22423
H 2.31726 -2.41962 3.29527
C -3.84471 5.95345 4.70650
C -2.96754 5.20503 5.48086
C -2.58592 3.93639 5.07158
C -3.08742 3.43482 3.88509
C -3.96694 4.16546 3.10637
C -4.34709 5.43215 3.52223
N -2.66724 2.09956 3.43513
O -1.91047 1.47793 4.15215
O -3.10304 1.70307 2.37208
H -4.13754 6.94499 5.02393
H -2.57755 5.61223 6.40424
H -1.90321 3.35589 5.67512
H -4.35566 3.76186 2.18265
H -5.02839 6.01109 2.92240
C 4.58695 -2.32802 -4.96884
C 3.66831 -1.28856 -5.04157
C 3.57414 -0.37009 -4.00668
C 4.40805 -0.50316 -2.91092
C 5.32237 -1.53889 -2.82129
C 5.41033 -2.45607 -3.85844
N 4.32798 0.47937 -1.82736
O 3.49562 1.36565 -1.92465
O 5.09646 0.35099 -0.89210
H 4.66265 -3.04153 -5.78059
H 3.02556 -1.19182 -5.90715
H 2.85893 0.43745 -4.06409
H 5.96589 -1.63858 -1.95882
H 6.10858 -3.25768 -3.79555
C -5.18744 -3.67978 -2.49664
C -6.24874 -3.76502 -3.38991
C -7.51175 -4.10729 -2.93631
C -7.69610 -4.35663 -1.58719
C -6.64642 -4.28216 -0.68685
C -5.38336 -3.94175 -1.14669
N -9.03994 -4.69648 -1.10084
O -9.93712 -4.77270 -1.91955
O -9.18293 -4.87969 0.09112
H -4.20234 -3.40678 -2.85310
H -6.09116 -3.56140 -4.44092
H -8.33566 -4.17319 -3.63183
H -6.79840 -4.48272 0.36373
H -4.55435 -3.87717 -0.45296
C 12.24722 -2.62328 -6.13841
C 11.14280 -2.71256 -6.97544
C 9.89288 -2.99306 -6.44736
C 9.76617 -3.17686 -5.08235
C 10.85746 -3.09793 -4.23638
C 12.10511 -2.81976 -4.77130
N 8.43898 -3.45090 -4.51503
O 7.50035 -3.53327 -5.28561
O 8.35720 -3.57542 -3.31069
H 13.22179 -2.39862 -6.55291
H 11.25567 -2.56035 -8.04037
H 9.03437 -3.06208 -7.09945
H 10.74762 -3.24733 -3.17194
H 12.96682 -2.75234 -4.12119
C -9.70743 9.58074 0.98609
C -8.46514 9.51369 0.36947
C -7.35809 9.08532 1.08404
C -7.51309 8.72490 2.41068
C -8.74268 8.79275 3.04097
C -9.84497 9.22455 2.32120
N -6.34616 8.24735 3.16416
O -5.27607 8.21610 2.58774
O -6.51830 7.90675 4.31692
H -10.57171 9.91056 0.42388
H -8.35989 9.79263 -0.67013
H -6.39216 9.03346 0.60290
H -8.85176 8.51283 4.07869
H -10.81305 9.27996 2.80023
*
```

Here is a structure of composition C38H33FeN4O4 from the OMol25 dataset. Energies are from ωB97M-V/def2-TZVPD.

Calculated values
* lowest unoccupied orbital energy (alpha / beta): -5.94 / -7.50 eV
* expectation value of S²: 8.8029
* HOMO energy (alpha / beta): -13.352 / -13.935 eV

The geometry in ORCA input format:
```
! wB97M-V def2-TZVPD RIJCOSX def2/J DEFGRID3
* xyz 2 6
Fe 0.32143 2.53774 0.93652
C 4.42988 4.30547 0.89006
O 3.40445 5.34166 0.69447
C 2.25316 4.71849 0.73228
N 2.23147 3.46238 0.98572
C 3.61714 3.03151 1.23105
C 4.00738 1.80184 0.44523
C 3.29527 1.38012 -0.67039
C 3.69272 0.24568 -1.36684
C 4.81012 -0.46590 -0.96106
C 5.53305 -0.04110 0.14656
C 5.12867 1.08279 0.85071
C 0.98674 5.44561 0.48099
C 0.80743 6.80090 0.27431
C -0.49598 7.24964 0.07398
C -1.56356 6.35564 0.07595
C -1.27345 5.01922 0.28545
N -0.03424 4.60187 0.48501
C -2.21108 3.87400 0.31339
N -1.77429 2.68690 0.51299
C -2.92980 1.77292 0.47286
C -4.10404 2.72734 0.13412
O -3.49401 4.06266 0.12179
C -2.77070 0.64516 -0.52115
C -1.72149 0.58409 -1.42793
C -1.64485 -0.45730 -2.34607
C -2.61866 -1.44285 -2.36561
C -3.66956 -1.38885 -1.45718
C -3.74124 -0.35350 -0.53885
H 5.07870 4.64469 1.69049
H 4.98389 4.22165 -0.04185
H 3.70097 2.80114 2.29579
H 2.44030 1.94630 -1.02142
H 3.13516 -0.07182 -2.23872
H 5.12507 -1.34325 -1.51013
H 6.41392 -0.58511 0.46187
H 5.69030 1.40171 1.72218
H 1.64772 7.48074 0.27065
H -0.68030 8.30329 -0.08575
H -2.58059 6.68665 -0.07995
H -3.03374 1.33906 1.46824
H -4.89492 2.74223 0.87718
H -4.51629 2.55816 -0.85760
H -0.97380 1.36717 -1.45382
H -0.83381 -0.47994 -3.06338
H -2.57484 -2.23790 -3.09897
H -4.44214 -2.14683 -1.47419
H -4.56374 -0.31999 0.16788
C -1.85530 -5.93690 -2.59596
C -2.25819 -5.22615 -1.33098
C -3.51962 -5.49661 -0.78378
C -4.00867 -4.82199 0.34007
C -3.20979 -3.91238 0.96279
C -1.87869 -3.68950 0.49481
N -1.15859 -2.85140 1.25966
C 0.23630 -2.70274 1.38039
C 1.03776 -3.83847 1.36888
C 2.40648 -3.71459 1.52518
C 2.97180 -2.45936 1.70014
C 2.16158 -1.33401 1.76002
C 0.78372 -1.43653 1.62863
C -0.09635 -0.23410 1.84717
O -1.29526 -0.37521 2.05112
O 0.51422 0.90982 1.88026
C -1.41731 -4.30193 -0.71980
C -0.15195 -3.86921 -1.40457
H -2.61708 -6.65429 -2.89224
H -0.91591 -6.47599 -2.46928
H -1.72085 -5.23846 -3.42413
H -4.14801 -6.23101 -1.27187
H -5.00057 -5.03332 0.71440
H -3.53900 -3.38848 1.85181
H -1.68064 -2.19698 1.84413
H 0.57697 -4.81199 1.25872
H 3.02883 -4.59935 1.52641
H 4.04165 -2.35874 1.81933
H 2.59089 -0.35776 1.93097
H 0.72893 -4.39741 -1.04405
H 0.02256 -2.80293 -1.25223
H -0.22369 -4.05412 -2.47281
*
```

Here is a structure of composition C5H12N2 at a distorted geometry from the OMol25 dataset. Energies are from ωB97M-V/def2-TZVPD.

Calculated values
* lowest unoccupied orbital energy (alpha / beta): -5.93 / -6.86 eV
* energy above the lowest of the compared OMol25 structures with the same formula, charge and spin: 980.2 kJ/mol
* expectation value of S²: 0.7566
* HOMO energy (alpha / beta): -10.986 / -10.985 eV

The geometry in ORCA input format:
```
! wB97M-V def2-TZVPD RIJCOSX def2/J DEFGRID3
* xyz 1 2
C -2.93445 0.70200 -0.80341
C -2.50359 -0.44641 -0.06171
C 1.02352 -0.34252 1.05028
C 1.27955 0.44211 -0.18586
C 3.10448 0.26642 -0.25566
N 2.35363 -0.26609 -1.24718
N -2.05939 -0.49029 1.23020
H -3.11666 0.29398 -1.86013
H -1.72648 0.48832 -0.54507
H -3.26119 1.73688 -0.61063
H -2.98290 -1.22221 -0.61891
H 1.90308 -0.95133 1.41645
H 0.28052 -1.10979 0.90902
H 0.38412 0.38342 -0.75259
H 1.42218 1.55661 -0.21923
H 3.40762 -0.50606 0.48443
H 3.78413 1.17246 -0.37471
H -2.65316 -0.60921 1.98957
H 0.68197 0.33202 1.83875
*
```